DFT (ωB97M-V with the def2-TZVPD basis set) results for a cluster of 5 separate species, C33H56BClF3IN8O10 in total.

## Properties
- SMILES: C#CCCC[C@@](I)(CCCCl)O[C@@H](CB(O)O)[C@@](CC=O)(CCC(F)(F)F)O[C@H](Cc1ccc(C)cc1)C[C@@H]1CO1.NC(N)=O.NC(N)=O.NC(N)=O.NC(N)=O
- Frontier orbital gap: 0.277 hartree
- Charge: 0
- LUMO: -0.016 Ha
- Multiplicity: 1
- HOMO level: -0.29275 Eh

Geometry as XYZ:
```
113
Properties=species:S:1:pos:R:3:forces:R:3:mulliken_charge:R:1
C -5.83407 2.15426 -0.82935 0.113 -0.523 -0.746 -0.19
C -5.38798 2.06808 -1.97050 0.590 -1.367 0.427 -0.49
C -4.73504 1.50904 -3.30042 -1.078 0.205 0.843 -0.02
C -4.55038 -0.09697 -3.23600 -1.584 1.225 0.318 -0.65
C -3.72425 -0.63362 -2.02719 0.329 -1.546 0.030 0.34
C -2.12727 -0.85085 -2.22676 -2.027 1.375 -0.653 -1.64
I -1.99565 -2.30337 -3.92374 0.237 -0.334 0.246 -0.04
C -1.53027 0.52960 -2.69411 0.557 0.799 -0.676 0.29
C -1.43857 0.75700 -4.29059 0.420 2.046 0.944 -1.05
C -1.12821 2.33914 -4.44966 -0.165 -0.760 0.984 -0.57
Cl -1.96273 2.89381 -5.99568 0.803 0.021 0.776 -0.25
O -1.74987 -1.52538 -1.09881 -0.166 0.694 0.200 0.40
C -0.55654 -1.50810 -0.37883 2.877 -1.947 1.858 -0.25
C 0.84714 -1.38095 -1.14904 -0.023 -0.498 0.671 -0.73
B 1.22916 -2.71501 -2.01159 -0.462 0.296 -0.391 0.81
O 1.12657 -4.01607 -1.45197 1.306 1.685 -1.036 -0.60
O 1.71873 -2.52897 -3.34792 1.048 -0.514 1.687 -0.55
C -0.59464 -0.65654 1.02963 0.358 1.403 -2.709 1.47
C 0.21789 0.71218 0.67535 0.666 0.521 1.430 -0.08
C -0.05262 1.92678 1.64733 -1.623 0.263 -0.732 -0.30
O -1.08216 2.58003 1.48666 1.759 -0.804 0.412 -0.55
C -2.08276 -0.34269 1.37065 0.020 1.490 0.654 -1.03
C -3.16300 -1.43248 1.68284 -0.891 0.181 0.069 -1.14
C -2.92277 -2.95939 1.53304 -1.868 -1.937 0.509 0.70
F -3.87976 -3.57729 2.40957 1.542 0.914 -1.246 -0.36
F -1.71367 -3.48556 1.94904 -1.720 1.075 -1.070 -0.16
F -3.27699 -3.51172 0.28343 1.313 1.274 2.232 -0.29
O 0.24064 -1.36408 1.92677 -1.380 0.138 0.265 -0.90
C -0.04667 -1.31977 3.32594 2.100 -1.503 1.993 1.95
C 0.71142 -0.12920 4.11482 -0.743 -0.062 0.089 -0.45
C -0.23694 0.85666 4.88904 -0.986 2.743 1.848 0.00
C -1.72310 0.84654 4.94596 1.139 1.692 1.248 0.30
C -2.50444 1.83554 5.78663 3.272 0.501 0.473 -1.21
C -1.77429 2.86095 6.60839 1.428 -0.760 -1.147 0.88
C -2.50728 3.90876 7.55165 0.043 -1.812 0.062 -1.15
C -0.26175 2.93423 6.55917 -1.667 -3.086 -2.213 -0.74
C 0.45679 1.93479 5.71502 -1.640 0.331 0.247 -0.51
C 0.67989 -2.65598 3.87572 -0.900 0.281 2.559 -1.23
C 0.16302 -2.93716 5.45685 -2.990 -0.864 -0.626 -0.02
C -1.41674 -3.38065 5.57897 3.573 2.905 0.775 -0.38
O -0.83905 -1.98538 6.00584 0.915 -3.132 -1.609 -0.31
H -6.28254 2.07696 0.19879 0.793 0.493 -1.837 0.35
H -3.78478 2.05261 -3.56742 -1.093 -0.478 0.418 -0.11
H -5.49167 1.69575 -4.11704 0.938 -0.041 0.745 0.47
H -5.62419 -0.47107 -3.09681 1.480 0.376 -0.151 0.38
H -4.26665 -0.41875 -4.27584 0.131 0.059 1.276 0.28
H -4.10764 -1.68012 -1.76910 0.501 1.362 -0.367 0.40
H -3.92313 -0.01628 -1.08845 0.477 -0.459 -1.319 -0.24
H -0.49030 0.79740 -2.34908 -1.079 -0.745 -0.052 0.00
H -2.20105 1.35570 -2.27288 0.810 -1.213 -0.418 0.38
H -0.54877 0.23744 -4.74799 -1.298 0.164 0.506 0.55
H -2.41047 0.58868 -4.82375 1.151 -0.221 0.558 0.34
H -0.01645 2.55119 -4.44219 -1.315 -0.236 -0.512 0.32
H -1.56516 2.92427 -3.57340 0.324 -0.636 -1.413 0.44
H -0.45080 -2.58005 0.03292 -0.471 1.458 -0.576 0.30
H 1.63091 -1.39596 -0.30901 -1.096 0.034 -0.922 0.03
H 1.01396 -0.42007 -1.70205 -0.258 -1.006 0.350 0.06
H 1.88447 -4.51095 -1.84039 -1.117 0.033 0.124 0.29
H 2.57313 -2.04324 -3.31693 -1.061 -0.062 -0.256 0.25
H 0.01560 1.09311 -0.36381 0.078 -0.443 1.134 0.22
H 1.32249 0.45304 0.80893 -1.485 0.218 -0.507 0.25
H 0.66612 2.21520 2.48884 -0.605 -0.483 -0.984 0.39
H -2.08692 0.37325 2.26480 0.049 -0.999 -1.220 0.28
H -2.47470 0.31687 0.52278 0.727 -0.986 1.073 0.82
H -4.08742 -1.20154 1.04823 1.311 -0.592 0.727 0.28
H -3.54863 -1.27875 2.74940 0.780 -0.493 -1.342 0.38
H -1.12386 -1.43906 3.62889 0.963 0.508 -0.767 -0.60
H 1.42039 0.39369 3.38607 -1.091 -0.527 0.970 0.41
H 1.40598 -0.57355 4.90561 -0.994 0.532 -1.078 0.54
H -2.30199 0.08338 4.36113 0.627 0.855 0.788 0.07
H -3.63164 1.81080 5.85885 1.524 -0.107 -0.255 0.23
H -3.56582 3.51596 7.69349 1.123 0.947 -0.271 0.30
H -2.46439 4.96584 7.16416 -0.145 -1.206 0.398 0.27
H -2.02602 3.83010 8.58341 -0.525 0.370 -1.375 0.31
H 0.34292 3.67181 7.15157 -0.910 -0.801 -0.662 0.32
H 1.60158 2.00409 5.70564 -1.840 -0.354 -0.116 0.26
H 0.41722 -3.57787 3.28676 0.458 1.062 0.456 0.40
H 1.79096 -2.48266 4.00150 -1.187 -0.292 -0.714 0.37
H 0.92146 -3.45871 6.18960 -1.613 1.408 -1.357 0.30
H -1.98688 -3.34380 4.61033 0.412 -0.151 1.368 0.03
H -1.77060 -3.84075 6.53794 0.261 0.049 -1.513 0.29
N 4.79228 -0.80793 4.86162 -0.136 -0.507 0.473 -0.30
C 4.57700 0.50610 4.60669 -0.063 -0.097 0.096 0.60
N 5.38816 1.03900 3.65761 0.261 0.635 -0.407 -0.36
O 3.71954 1.15968 5.18561 -0.082 0.071 -0.032 -0.70
H 5.49048 -1.36036 4.39553 -0.124 0.086 -0.224 0.24
H 4.21087 -1.24031 5.55919 0.101 0.145 -0.047 0.21
H 5.26078 2.01244 3.43909 0.002 -0.135 0.112 0.20
H 6.09556 0.51633 3.17225 -0.171 -0.211 0.051 0.19
N 3.03245 2.76229 -6.38483 -0.161 0.625 -0.036 -0.45
C 2.90114 1.52882 -5.82426 0.021 -0.261 0.103 0.62
N 3.23355 0.49693 -6.63976 0.143 -0.442 -0.035 -0.33
O 2.51278 1.36540 -4.67617 -0.081 0.060 0.013 -0.61
H 3.34973 2.91848 -7.32547 0.197 -0.032 0.093 0.25
H 2.79459 3.55462 -5.81167 0.082 -0.087 -0.085 0.17
H 3.14867 -0.43162 -6.26221 -0.049 0.126 -0.096 0.18
H 3.55313 0.61158 -7.58540 -0.083 0.026 0.008 0.18
N 6.16402 -1.28429 0.12533 0.179 0.482 -0.121 -0.40
C 5.83045 -2.06992 1.18146 -0.024 -0.049 -0.033 0.74
N 5.36352 -3.30035 0.85135 -0.175 -0.447 0.220 -0.43
O 5.94185 -1.69776 2.34081 0.182 0.026 -0.027 -0.68
H 6.08015 -1.57080 -0.83240 0.006 0.001 0.077 0.16
H 6.51431 -0.36393 0.33029 -0.057 -0.124 -0.087 0.19
H 5.10547 -3.91150 1.60794 0.004 0.072 -0.129 0.20
H 5.26424 -3.62538 -0.09235 0.025 0.048 0.061 0.15
N 0.74909 2.13734 -8.59899 0.067 0.139 0.323 -0.17
C 0.98741 1.76795 -9.88210 0.094 0.045 -0.006 0.64
N -0.08282 1.24165 -10.53339 -0.224 -0.242 -0.500 -0.37
O 2.08259 1.89881 -10.41053 0.081 -0.043 0.084 -0.67
H -0.13972 2.03937 -8.14194 0.003 0.041 0.037 0.12
H 1.51869 2.53031 -8.08590 -0.295 -0.035 0.050 0.07
H 0.05629 0.95585 -11.48771 -0.028 0.044 0.142 0.22
H -0.98844 1.12612 -10.11724 0.078 0.033 0.016 0.17
```
Positions in Å, forces in eV/Å.



DFT (ωB97M-V with the def2-TZVPD basis set) results for a structure of composition C33H56IN4O5.

## Properties
- Frontier orbital gap: 0.126 hartree
- Charge: +1
- LUMO: -0.179 Ha
- Multiplicity: 1
- HOMO level: -0.30513 Eh

Geometry as XYZ:
```
99
Properties=species:S:1:pos:R:3:forces:R:3:mulliken_charge:R:1
C 6.95972 3.00959 2.56313 -0.681 -1.002 0.088 -0.86
C 6.90388 3.19196 0.93330 0.680 1.272 0.868 -0.39
C 5.46129 2.87644 0.23708 2.151 3.084 0.603 -0.60
N 5.14145 1.41389 0.00945 -3.341 0.206 -0.927 0.02
I 6.47158 0.53122 -1.29105 1.555 -0.482 0.220 0.46
C 3.90187 1.54366 -0.90490 -3.345 0.131 -1.142 -0.97
C 2.56335 0.65300 -0.43991 1.710 2.716 0.085 0.97
C 1.35505 1.70980 -0.88434 -0.509 -1.740 -0.273 -0.78
C -0.10681 0.99029 -1.08938 0.034 0.608 -1.355 -0.41
C -1.00388 2.05926 -2.01219 -0.082 1.085 0.428 -0.70
C -2.28311 2.69165 -1.18219 0.800 -0.990 -0.534 -0.59
C -3.29317 1.42637 -0.86037 -0.112 0.227 0.424 -0.41
C -4.77262 1.54794 -1.55600 -0.743 -0.649 0.471 -0.58
C -5.97804 1.68807 -0.42668 -0.021 0.197 -0.667 -0.58
C -7.47512 1.46610 -1.10681 0.030 -0.031 0.229 -0.54
C -8.59189 0.86501 -0.04877 -0.583 0.065 -0.635 -0.52
C -10.15087 1.26811 -0.46939 0.021 -0.004 0.113 -0.56
C -11.28915 0.38190 0.34620 0.128 0.428 0.817 -0.35
C -12.71278 0.22392 -0.51376 1.054 -0.067 0.353 -0.67
N -13.77959 -0.53724 0.24276 -4.873 -2.859 3.355 0.23
C -13.89692 -2.03049 0.57075 -2.432 -0.692 1.810 -0.25
C -15.21059 -2.48271 1.47732 2.055 5.800 -2.340 -0.42
C -15.98761 -1.05235 1.69965 5.234 -0.637 -3.184 -0.43
C -15.05061 0.04389 0.89334 -1.407 -2.521 1.611 -0.23
O 2.71845 -0.53768 -1.28716 -2.764 -3.367 2.554 -0.37
C 1.96390 -1.69427 -0.78213 -5.162 -2.729 4.741 0.41
N 1.15540 -2.48534 -0.11120 7.456 6.918 -6.225 -0.48
C 2.91662 0.60134 1.15514 0.177 2.654 -1.530 -0.48
O 2.15627 -0.23551 2.08246 -0.552 3.476 2.774 -0.39
C 1.67492 0.70143 3.14569 -2.380 4.217 3.837 0.51
N 1.23156 1.57967 3.99430 3.980 -7.811 -7.502 -0.47
C 4.57090 0.59863 1.18860 1.067 0.847 4.833 0.41
C 5.37880 -0.71180 1.73079 -0.283 -1.083 0.584 -1.01
C 4.76864 -2.16745 1.30891 0.233 -1.361 -0.086 -0.48
C 5.20028 -2.71751 -0.17300 1.093 -0.392 0.011 0.33
C 4.79856 -4.27987 -0.47871 0.369 -0.332 -0.847 -0.58
O 5.37318 -5.21207 0.54734 -2.847 -0.132 -1.279 -0.53
H 7.93577 3.42881 3.05908 -1.918 -0.780 -1.252 0.35
H 6.90552 1.85110 2.79116 0.257 2.291 -0.276 0.15
H 6.02588 3.49062 3.09592 1.855 -0.772 -1.127 0.27
H 7.12210 4.34937 0.73149 -0.640 -2.538 0.207 0.33
H 7.82254 2.61961 0.49038 -1.958 0.871 0.517 0.20
H 4.63803 3.45097 0.86722 1.403 -1.741 -1.156 0.42
H 5.47461 3.42826 -0.82147 -0.031 -1.586 2.215 0.43
H 3.44450 2.64109 -0.81309 1.614 -2.375 -0.591 0.40
H 4.21295 1.15766 -1.96498 -1.172 1.418 1.902 0.14
H 1.65516 2.14682 -1.95396 -0.558 -0.832 2.498 0.46
H 1.31603 2.52629 -0.04698 0.067 -1.357 -1.756 0.24
H 0.02741 0.03921 -1.79215 -0.158 1.859 1.870 0.20
H -0.64801 0.70541 -0.07929 1.230 0.592 -2.129 0.27
H -1.36629 1.54857 -3.00391 0.611 0.932 2.021 0.32
H -0.33425 2.99473 -2.32549 -1.187 -2.116 0.575 0.28
H -1.87737 3.20387 -0.20151 -0.844 -1.104 -1.873 0.24
H -2.76196 3.53505 -1.83904 0.686 -1.746 1.264 0.36
H -3.37447 1.35864 0.31688 -0.143 0.052 -2.384 0.30
H -2.83080 0.38765 -1.20769 -0.727 2.370 0.660 0.22
H -4.85833 2.45062 -2.32298 0.322 -1.966 1.614 0.24
H -4.98573 0.53266 -2.12306 0.447 2.171 0.940 0.29
H -5.79784 0.92179 0.45612 -0.353 1.572 -1.841 0.32
H -5.92422 2.78940 -0.02740 -0.147 -2.179 -0.417 0.20
H -7.39905 0.70443 -2.02277 -0.143 1.773 1.940 0.29
H -7.83772 2.51410 -1.49632 0.643 -2.098 0.591 0.28
H -8.51973 -0.30746 -0.10293 -0.017 2.279 0.498 0.27
H -8.41403 1.28576 1.04145 -0.224 -1.080 -2.203 0.26
H -10.26833 2.41664 -0.21371 0.026 -2.335 -0.639 0.27
H -10.35254 1.12457 -1.61994 0.664 0.285 2.133 0.30
H -11.50633 0.95477 1.36427 0.234 -1.289 -2.141 0.22
H -10.84692 -0.67330 0.67449 -1.061 2.153 -0.986 0.30
H -13.12330 1.29706 -0.73701 0.676 -2.202 0.325 0.23
H -12.47094 -0.36374 -1.49620 -0.587 1.242 1.763 0.27
H -13.13248 -2.88561 0.25055 -1.546 2.613 0.505 0.26
H -15.52522 -3.55242 1.86650 1.009 2.552 -1.100 0.28
H -16.97616 -0.88591 2.30765 2.302 -0.066 -1.534 0.28
H -15.38361 1.18906 0.86018 1.330 -2.812 -0.198 0.25
H 2.62197 1.69833 1.51552 0.882 -2.152 -1.269 0.70
H 4.76012 1.37554 2.07620 -0.244 -1.719 -1.816 0.23
H 5.31590 -0.66558 2.92297 0.007 0.074 -2.669 0.37
H 6.53953 -0.71801 1.49788 -2.408 0.399 0.232 0.22
H 5.21911 -2.95251 2.08966 -0.989 1.736 -1.762 0.43
H 3.60758 -2.27823 1.39306 2.096 0.611 0.043 0.18
H 6.39143 -2.66893 -0.21174 -2.407 -0.145 0.022 -0.17
H 4.83056 -2.05384 -1.07340 0.489 -1.346 1.876 -0.04
H 3.63557 -4.46880 -0.59984 2.336 0.694 0.448 0.36
H 5.30872 -4.61727 -1.50164 -1.169 1.057 1.966 0.25
H 4.68798 -5.97048 0.54834 1.880 1.701 0.235 0.35
O 9.83372 -0.05074 0.04132 -0.005 -1.889 -0.281 -0.60
C 9.94293 -1.21089 -0.34473 0.286 1.030 0.730 0.78
O 10.22524 -2.20091 0.53467 -0.457 0.790 0.079 -0.36
C 10.18873 -3.60564 0.22213 0.260 -0.333 -0.153 -0.27
C 11.50253 -4.05998 -0.38458 0.170 0.134 -0.071 -1.02
C 9.86030 -1.54244 -1.80509 -0.546 -0.218 -0.320 -0.81
H 9.32748 -3.84798 -0.40748 0.084 0.129 -0.013 0.20
H 10.03343 -4.12954 1.17150 -0.030 0.391 -0.078 0.37
H 11.70780 -3.54999 -1.32894 -0.072 -0.114 0.010 0.28
H 11.49025 -5.13767 -0.56837 -0.018 0.122 0.039 0.37
H 12.33510 -3.82629 0.28818 -0.206 -0.101 -0.040 0.30
H 10.83605 -1.37241 -2.26844 -0.160 -0.006 0.044 0.32
H 9.12108 -0.88212 -2.26820 0.322 0.114 0.018 0.06
H 9.52914 -2.55872 -2.00880 0.229 -0.059 0.011 0.35
```
Positions in Å, forces in eV/Å.